Record 1
109
Properties=species:S:1:pos:R:3:lowdin_charge:R:1 method="wB97M-V/def2-TZVPD" de_lowest_kj_mol=543.6 lumo_energy_ev=2.3 e_homo_ev=-1.79 orbital_gap_ev=4.07 total_charge=-2
Sb 0.3711 -1.1898 -2.7400 1.523
Y -0.7212 0.1859 0.6976 1.254
Se -3.1263 -0.6612 -0.5239 0.672
S 2.1200 3.6405 -0.2138 0.634
S 5.6547 0.9782 8.5090 0.384
F -6.9072 1.2682 1.9167 -0.082
F -4.7125 2.4386 2.7477 -0.176
F -5.1486 -1.8188 1.3366 -0.014
F -4.9777 -0.8550 4.1634 0.007
F -4.5874 1.5062 0.3161 -0.080
O -2.2099 -0.0546 2.3637 -0.210
O 6.6695 -0.0026 8.1553 -0.374
O 5.6066 1.3277 9.9155 -0.376
O 5.5479 2.1015 7.5988 -0.377
O 0.2993 -1.7620 0.3575 -0.273
O 1.8731 -3.1214 1.2406 0.035
N -2.4608 3.3696 0.4062 0.157
N -2.4236 3.8232 2.6726 0.158
N 2.3450 -0.9547 0.8661 -0.009
N 1.2046 3.4512 -2.6604 0.051
N 3.7115 -0.7773 9.2191 0.116
N 1.9117 0.3203 0.4794 -0.008
N -2.9409 3.1526 -1.8294 -0.152
N 2.9170 1.9411 -2.1327 0.059
N 3.5071 0.1779 7.0651 0.164
N 0.5480 0.1004 3.0379 -0.003
N -1.0966 2.0092 -0.9488 0.045
N -0.7921 2.4173 1.7442 0.066
C 3.2261 -2.0171 -2.0659 -0.154
C 2.3930 -0.5176 6.8517 -0.222
C 0.2580 -0.9774 3.7665 -0.097
C 4.1160 0.0308 8.2363 -0.343
C 4.2245 -4.1982 -2.1585 -0.091
C -5.1023 0.1070 3.1714 -0.308
C -3.0899 -3.6157 -3.9912 -0.099
C 1.8708 -1.3584 7.8225 -0.005
C 1.7235 -1.2687 -5.5763 -0.121
C 2.1014 2.9680 -1.7212 -0.884
C 2.5947 -1.4536 8.9996 -0.128
C 1.2014 3.0846 -3.9571 -0.074
C 2.0935 2.1621 -4.3885 -0.056
C -2.0172 -2.7343 -3.9895 -0.132
C -5.1807 -0.4669 1.6090 -0.316
C 4.3305 -2.8404 -1.8956 -0.084
C 1.7399 -0.3206 5.5299 -0.130
C 1.4193 0.9757 3.5548 -0.143
C -1.4567 -3.4182 -1.7515 -0.170
C -1.1949 -2.6306 -2.8726 -0.408
C -4.0707 1.1980 3.2845 -0.103
C -3.3483 -4.3969 -2.8745 -0.092
C 0.6172 -0.8340 -4.8496 -0.396
C -1.8284 3.1643 1.6295 -0.495
C -2.0935 2.8155 -0.8106 -0.450
C 2.9058 1.5818 -3.3871 -0.136
C -4.0912 0.3066 0.8992 -0.635
C -3.6159 4.4311 -1.9196 -0.050
C 0.8310 -1.2260 5.0018 0.020
C -3.3247 0.5524 2.1922 -0.389
C -6.2788 0.0891 2.3416 -0.145
C -0.1514 0.3634 -6.8138 -0.104
C 2.0083 -2.5358 -2.5031 -0.382
C 1.4719 -2.0422 0.8395 -0.753
C -2.9678 2.3314 -3.0201 -0.070
C 1.9049 -0.8754 -6.8988 -0.097
C -0.3156 -0.0139 -5.4877 -0.172
C 3.0153 -4.7261 -2.5889 -0.083
C 2.0372 0.8123 4.7767 0.020
C 1.9137 -3.8998 -2.7624 -0.106
C -2.5300 -4.2990 -1.7594 -0.079
C 0.9691 -0.0589 -7.5196 -0.110
H 2.7758 -1.2142 -7.4472 0.098
H -3.4671 3.4360 0.5023 0.135
H -3.7314 -3.6798 -4.8620 0.094
H 5.2634 -2.4257 -1.5344 0.102
H 3.2599 -1.0974 1.2571 0.145
H -4.6800 4.2842 -2.1137 0.094
H 0.9682 -4.3230 -3.0811 0.097
H 2.1137 1.8135 -5.4092 0.096
H 2.1545 1.0034 1.1881 0.033
H 0.4553 3.5520 -4.5856 0.129
H -3.9450 2.4411 -3.4898 0.094
H 2.2557 -2.1009 9.8034 0.103
H 2.7452 1.5378 5.1536 0.121
H -1.1833 0.3433 -4.9393 0.088
H 0.9457 -1.8996 7.6860 0.101
H 2.3800 0.6130 -0.3729 0.029
H -3.1956 5.0310 -2.7365 0.084
H -4.2006 -5.0647 -2.8644 0.098
H -0.8530 -3.3186 -0.8570 0.085
H 0.5328 4.1171 -2.3058 0.124
H 3.3134 -0.9632 -1.8210 0.070
H -0.5274 2.3673 2.7226 0.057
H 5.0779 -4.8479 -2.0102 0.098
H -2.8524 1.2822 -2.7382 0.038
H 0.5663 -2.1325 5.5273 0.112
H -2.2021 2.6245 -3.7573 0.076
H 3.5648 0.7605 -3.6575 0.114
H -2.7448 -4.8801 -0.8720 0.110
H -0.8930 0.9896 -7.2961 0.098
H -3.4393 3.8421 2.5827 0.082
H -0.4679 -1.6613 3.3449 0.120
H 2.4558 -1.9142 -5.1032 0.092
H -2.2746 3.3061 3.5369 0.100
H 1.1064 0.2390 -8.5518 0.095
H -1.8282 -2.1322 -4.8715 0.077
H -0.9863 1.7419 -1.9197 0.008
H -3.5042 4.9946 -0.9986 0.084
H 2.9241 -5.7890 -2.7752 0.099
H 1.6260 1.8632 2.9618 0.099

---

Record 2
90
Properties=species:S:1:pos:R:3:lowdin_charge:R:1 method="wB97M-V/def2-TZVPD" multiplicity=2 lumo_energy_ev="0.6 / 0.6" e_homo_ev="-0.91 / -4.97" orbital_gap_ev="1.55 / 5.61" total_charge=-1 s2=0.7641
O -6.0810 0.5485 6.8839 -0.101
O 4.2098 -6.5179 -3.6226 0.073
O 4.5242 -5.3791 -1.8774 0.118
O -4.5933 -0.8278 6.1463 -0.122
O 8.6938 -0.9810 3.5840 0.082
O 6.8909 -1.5161 4.6722 0.058
N -5.2838 0.2035 6.0547 -0.475
N 7.5234 -1.3004 3.6260 -0.346
N 4.2645 -5.4450 -3.0189 -0.384
C 2.8118 4.7058 -2.7509 -0.085
C 0.8485 -0.6959 -0.7047 -0.075
C -5.2583 4.6841 -0.6704 -0.065
C -0.5037 -1.0120 -0.2751 -0.029
C -4.5350 1.4386 2.5739 -0.127
C 6.7340 -1.4571 2.3626 -0.103
C 2.5311 3.7667 -5.0068 -0.081
C 7.3632 -1.8608 1.1459 0.008
C -5.2248 2.6803 2.5898 -0.126
C -2.7477 -4.2600 1.9208 -0.068
C -3.0992 5.8604 0.7342 -0.058
C -0.5537 1.1664 0.8848 -0.069
C 2.8644 -3.3381 -3.0260 0.017
C -4.6396 0.6442 3.6624 -0.058
C -5.3778 1.0673 4.7988 -0.158
C -4.5598 -6.1725 1.3177 -0.122
C -3.1694 -4.4124 0.6257 -0.122
C -4.3575 6.4433 0.6170 -0.148
C 1.8765 2.5131 -2.9928 -0.088
C 2.8534 -1.8524 -5.0990 -0.080
C -4.1205 -5.3442 0.3315 -0.114
C 0.7091 1.3863 0.4098 -0.120
C 4.3103 -3.7858 -4.9183 0.009
C 5.4173 -0.9195 2.2685 -0.021
C 4.7619 -0.8936 1.0842 -0.058
C -5.3948 5.8987 0.0218 -0.133
C -1.1165 -0.0360 0.5264 -0.086
C 2.9255 4.8292 -4.1409 -0.087
C 1.4066 0.4844 -0.3011 -0.171
C -6.1004 2.1870 4.7244 -0.094
C 5.3881 -1.3462 -0.1251 -0.061
C -4.1602 -6.1181 2.6390 -0.098
C -3.9835 4.0062 -0.6271 -0.090
C 2.1902 3.5726 -2.1737 -0.079
C 2.1531 2.5844 -4.3803 -0.100
C 2.3868 -2.2081 -3.8120 -0.052
C 3.8243 -4.1830 -3.6336 -0.135
C 6.6578 -1.8486 -0.0973 -0.078
C -2.9470 4.5694 0.1308 -0.090
C 3.8592 -2.6281 -5.6030 -0.077
C -6.0301 3.0784 3.6636 -0.098
C -3.2151 -5.1697 2.9523 -0.059
H -4.9890 3.3844 1.8056 0.049
H 2.0762 3.4801 -1.1037 0.084
H 1.2814 2.2529 0.7062 0.102
H -6.5259 4.0342 3.7472 0.087
H -1.1148 1.8433 1.5120 0.111
H -4.4775 -5.4923 -0.6769 0.102
H -2.8246 -4.8689 3.9133 0.099
H 4.1987 -2.2970 -6.5733 0.104
H -0.9757 -1.9247 -0.6077 0.083
H -6.3974 6.2960 0.0788 0.105
H 3.3750 5.7391 -4.5104 0.090
H -6.1161 4.2032 -1.1169 0.093
H 1.4925 1.5826 -2.6015 0.076
H 2.2625 -3.5924 -2.1661 0.110
H -3.8794 3.0192 -1.0530 0.093
H -2.1139 -0.2058 0.9044 0.093
H 1.8776 1.7237 -4.9717 0.082
H -5.1878 -7.0307 1.1292 0.098
H 1.4388 -1.3615 -1.3171 0.061
H 8.3728 -2.2364 1.0673 0.106
H -4.4510 7.4312 1.0432 0.102
H -2.0159 4.0297 0.0407 0.080
H -1.8928 -3.6291 2.1146 0.094
H -6.7798 2.3243 5.5526 0.097
H 2.3697 0.7209 -0.7288 0.099
H -3.9287 1.1999 1.7126 0.068
H 4.9408 -0.5891 3.1797 0.119
H 4.9165 -4.5683 -5.3503 0.109
H -2.7580 -3.8089 -0.1699 0.088
H 7.2308 -2.2598 -0.9153 0.103
H 3.2501 5.4738 -2.1309 0.095
H -2.3110 6.2937 1.3319 0.095
H -3.9982 -0.2227 3.7213 0.090
H -4.5364 -6.8197 3.3688 0.102
H 1.5721 -1.6200 -3.4159 0.079
H 2.5791 3.7010 -6.0837 0.094
H 4.9204 -1.4508 -1.0930 0.095
H 2.4814 -0.9124 -5.4791 0.100
H 3.7102 -0.6521 1.0399 0.091

---

Record 3
98
Properties=species:S:1:pos:R:3:lowdin_charge:R:1 method="wB97M-V/def2-TZVPD" lumo_energy_ev=-3.0 e_homo_ev=-10.52 orbital_gap_ev=7.48 total_charge=+1
Tl 0.8982 -1.4227 0.9705 0.795
I 5.0383 -4.1007 3.1720 0.098
I 2.4745 -3.2918 3.4864 0.352
As -0.7264 1.0947 -0.4275 1.371
Cl 3.9557 3.3701 -4.3614 0.713
Cl 6.4714 1.8119 -3.3992 0.707
Cl 3.5896 -0.2176 0.6692 0.703
Cl 6.2757 0.0607 -0.8264 0.707
Cl 1.3051 3.1592 -2.8616 0.790
O 1.4112 -0.0211 3.3975 -0.240
O 5.3407 -6.6397 -1.7305 0.078
O 1.3472 0.9907 -0.5870 -0.331
N 6.2817 -4.9039 -0.6243 0.183
N -0.6904 0.9529 1.2465 -0.184
N -0.0654 -2.4062 3.7822 -0.111
N 2.4418 -3.0769 -0.7094 -0.024
C 2.1542 -4.1078 -2.8490 -0.029
C -0.9200 3.9347 -0.6710 -0.303
C -2.6900 -1.8537 4.4413 -0.040
C -1.6821 -2.0790 -2.9983 -0.010
C 4.9748 1.6410 -2.5768 -0.715
C 3.5537 -3.7954 -0.5441 -0.103
C -1.5758 5.1138 -0.9940 0.001
C -2.0759 -1.4496 -0.2979 -0.295
C -0.2913 3.2941 4.0673 -0.081
C -2.7817 5.1303 -1.6796 -0.238
C -0.3798 -1.2468 4.3701 -0.273
C -3.0931 -4.1498 -2.7991 -0.026
C -2.4361 -1.2076 1.1493 -0.081
C 0.3454 4.0499 0.1380 -0.061
C -3.3540 3.9153 -2.0352 0.000
C 4.0267 -4.6883 -1.4918 -0.107
C -3.4937 1.4371 -2.1120 -0.029
C -0.2619 -0.1130 -3.4151 -0.032
C 3.6499 0.6929 -0.8061 -0.554
C -2.6100 -2.5978 -0.8745 0.008
C -3.4596 6.4328 -2.0003 -0.033
C -0.0166 2.3277 3.1120 -0.064
C 5.2700 -5.5112 -1.2922 -0.503
C -1.5156 2.7324 -1.0765 -0.236
C -2.4459 -2.9274 -2.2132 -0.234
C -2.7530 2.6988 -1.7398 -0.252
C -1.5337 3.9144 4.1084 -0.091
C -1.0323 -3.2843 3.5171 -0.157
C -1.0979 -0.9307 -2.4826 -0.303
C 3.8380 2.3137 -3.0132 -0.696
C 4.8762 0.8505 -1.4387 -0.694
C 2.6145 2.1541 -2.3604 -0.574
C 2.4548 1.2703 -1.2697 -0.406
C -2.3622 -3.0480 3.8215 -0.061
C -2.2256 2.6037 2.2083 -0.047
C 1.7724 -3.2241 -1.8508 -0.141
C -2.4993 3.5603 3.1755 -0.078
C -1.6846 -0.9418 4.7227 0.011
C 3.2956 -4.8641 -2.6579 0.017
C -0.9782 1.9760 2.1630 -0.368
C -1.2984 -0.6096 -1.1286 -0.294
C 0.7503 -0.2886 4.6334 -0.186
H -2.8825 6.9959 -2.7361 0.091
H 0.3543 0.6316 5.0670 0.114
H -1.9078 -0.0029 5.2120 0.127
H -3.0316 0.9244 -2.9570 0.081
H -1.1266 6.0518 -0.6839 0.136
H -4.4579 6.2731 -2.4040 0.079
H -3.5462 0.7299 -1.2845 0.072
H -2.9848 2.3310 1.4843 0.105
H 1.0806 4.6501 -0.4007 0.082
H 0.4748 3.5721 4.7814 0.108
H -1.7480 4.6622 4.8605 0.103
H 0.8064 3.0934 0.3723 0.047
H -2.8842 -0.2269 1.3042 0.081
H -1.5690 -1.2515 1.8076 -0.004
H -3.1448 -1.9694 1.4691 0.078
H -1.5252 -2.3111 -4.0469 0.136
H 0.1231 4.5552 1.0786 0.095
H -3.1152 -3.7875 3.5878 0.117
H 7.1221 -5.4300 -0.4551 0.119
H 3.6315 -5.5931 -3.3846 0.131
H -3.4826 -4.8053 -2.0225 0.082
H -3.5430 7.0531 -1.1074 0.088
H 6.2149 -3.9656 -0.2750 0.083
H 0.8905 -2.6064 -1.9720 0.082
H 0.3749 0.5739 -2.8859 0.014
H -3.4750 4.0293 3.1988 0.106
H 2.2217 0.4684 3.5770 0.099
H 0.9534 1.8470 3.0751 0.095
H -0.7173 -4.2138 3.0544 0.114
H -2.3875 -4.7140 -3.4096 0.087
H -0.8809 0.4646 -4.1054 0.100
H -4.5158 1.6825 -2.3936 0.088
H 0.3794 -0.7606 -4.0144 0.099
H 4.0716 -3.6607 0.3998 0.022
H -4.3092 3.9077 -2.5482 0.122
H -3.9235 -3.8618 -3.4465 0.094
H -3.7179 -1.6286 4.6937 0.121
H 1.5622 -4.1971 -3.7496 0.110
H 1.4418 -0.7439 5.3490 0.122
H -3.2039 -3.2515 -0.2461 0.123

---

What did we get for total energy? Answer: -182539.9250, -60930.5613, -200647.3463 eV, in the order shown.